[1]
Density functional theory data (wB97M-V/def2-TZVPD) for a cluster of 8 separate species, C35H49ClF3O25PS2 in total at a distorted geometry.

```
116
Properties=species:S:1:pos:R:3
C -2.251 4.102 2.941
C -1.562 2.966 2.878
C -1.702 1.998 1.668
C -1.795 0.550 2.242
F -0.459 0.244 2.541
O -2.367 0.712 3.549
C -3.378 -0.169 3.774
O -4.221 -0.072 4.556
C -3.092 -1.323 2.765
F -4.109 -2.218 2.599
P -1.825 -2.348 3.726
S -1.371 -4.072 2.909
C -2.623 -0.535 1.489
C -3.838 0.098 0.745
C -4.763 -0.925 0.035
C -6.154 -1.255 0.658
C -6.571 -0.526 1.959
S -7.677 -1.513 3.039
O -9.049 -1.395 2.640
O -7.494 -0.952 4.346
Cl -7.012 -3.455 3.150
C -1.714 -1.501 0.674
C -1.264 -1.026 -0.721
C -0.396 0.250 -0.764
F -2.315 -0.858 -1.630
H -2.698 4.451 3.876
H -2.337 4.735 2.053
H -0.861 2.761 3.692
H -0.781 2.141 1.093
H -2.585 2.342 1.130
H -0.681 -1.608 4.092
H -2.490 -2.664 4.943
H -3.369 0.703 -0.048
H -4.327 0.821 1.415
H -4.935 -0.546 -0.984
H -4.206 -1.860 -0.111
H -6.947 -1.110 -0.091
H -6.176 -2.337 0.874
H -5.761 -0.200 2.615
H -7.202 0.332 1.679
H -0.803 -1.795 1.212
H -2.290 -2.428 0.520
H -0.635 -1.836 -1.130
H 0.196 0.426 0.140
H 0.331 0.116 -1.582
H -1.000 1.117 -1.068
C 1.193 -0.612 -5.380
C 2.527 -1.120 -4.909
O 3.039 -0.010 -4.157
C 1.982 0.728 -3.754
O 2.044 1.624 -2.967
O 0.835 0.318 -4.350
H 0.452 -1.403 -5.468
H 1.257 -0.078 -6.331
H 2.436 -1.979 -4.249
H 3.192 -1.373 -5.727
C 1.440 -6.460 5.423
C 2.262 -7.721 5.338
O 1.688 -8.393 4.219
C 1.088 -7.453 3.438
O 0.661 -7.659 2.349
O 1.044 -6.250 4.069
H 2.010 -5.611 5.795
H 0.545 -6.583 6.036
H 3.316 -7.521 5.127
H 2.191 -8.331 6.236
C 2.947 5.507 -4.949
C 1.747 4.931 -4.244
O 0.653 5.533 -4.944
C 1.100 5.883 -6.179
O 0.401 6.255 -7.065
O 2.450 5.750 -6.266
H 3.791 4.820 -4.971
H 3.274 6.455 -4.515
H 1.678 3.847 -4.348
H 1.718 5.186 -3.186
C 3.534 4.167 5.467
C 2.359 3.561 6.195
O 1.242 4.150 5.533
C 1.649 4.524 4.287
O 0.923 4.891 3.427
O 3.002 4.415 4.167
H 4.388 3.495 5.414
H 3.854 5.115 5.905
H 2.308 2.476 6.078
H 2.352 3.803 7.256
C -3.157 6.251 -1.987
C -1.756 6.460 -2.499
O -0.952 5.872 -1.476
C -1.719 4.963 -0.826
O -1.303 4.179 -0.034
O -3.022 5.061 -1.203
H -3.881 6.109 -2.787
H -3.496 7.065 -1.343
H -1.570 5.935 -3.438
H -1.510 7.512 -2.628
C 6.203 -0.416 -1.751
C 6.958 -1.721 -1.719
O 6.347 -2.460 -2.776
C 5.797 -1.563 -3.640
O 5.357 -1.843 -4.708
O 5.818 -0.312 -3.120
H 6.816 0.433 -1.455
H 5.303 -0.436 -1.132
H 8.020 -1.596 -1.943
H 6.857 -2.244 -0.770
C 3.327 -6.392 -3.874
C 2.290 -5.770 -2.974
O 2.056 -4.506 -3.597
C 2.402 -4.623 -4.907
O 2.173 -3.802 -5.736
O 3.040 -5.796 -5.140
H 3.241 -7.476 -3.928
H 4.346 -6.131 -3.584
H 1.355 -6.333 -2.958
H 2.641 -5.640 -1.953
```

Summary:
- Orbital gap: 8.174 eV
- SMILES string: C=CC[C@@]1(F)OC(=O)[C@](F)([PH2]=S)[C@]1(CCCCS(=O)(=O)Cl)C[C@H](C)F.O=C1OCCO1.O=C1OCCO1.O=C1OCCO1.O=C1OCCO1.O=C1OCCO1.O=C1OCCO1.O=C1OCCO1

***

[2]
Density functional theory data (wB97M-V/def2-TZVPD) for a cluster of 2 separate species, C33H25FNO6S2 in total at a distorted geometry.

```
68
Properties=species:S:1:pos:R:3
C 4.875 -1.232 -0.709
C 3.802 -2.115 -0.889
C 2.495 -1.648 -0.894
C 2.227 -0.265 -0.701
C 0.852 0.196 -0.587
C -0.039 -0.411 -1.597
C -0.033 0.283 -2.940
C 0.708 1.445 -3.193
C 0.561 2.146 -4.388
C -0.276 1.652 -5.385
C -0.930 0.426 -5.194
C -0.806 -0.257 -3.985
O -0.704 -1.432 -1.440
C 0.557 1.497 -0.023
C 1.332 1.838 1.231
C 1.834 0.830 2.049
C 2.807 1.115 3.013
C 3.189 2.445 3.210
C 2.577 3.480 2.493
C 1.610 3.182 1.527
O -0.228 2.318 -0.499
C 3.337 0.625 -0.659
C 4.639 0.144 -0.642
H 5.894 -1.614 -0.650
H 3.980 -3.183 -1.035
H 1.647 -2.328 -1.003
H 1.406 1.800 -2.437
H 1.097 3.085 -4.511
H -0.390 2.213 -6.312
H -1.539 -0.017 -5.986
H -1.333 -1.197 -3.804
H 1.504 -0.186 1.847
H 3.260 0.296 3.576
H 3.969 2.671 3.938
H 2.859 4.522 2.661
H 1.091 3.959 0.967
H 3.146 1.705 -0.624
H 5.473 0.851 -0.586
C 0.375 -4.473 3.555
C -1.016 -4.428 3.707
C -1.691 -3.207 3.622
C -0.948 -2.037 3.435
S -1.805 -0.453 3.324
N -2.308 -0.553 1.623
F -1.059 0.065 0.839
S -3.612 0.649 1.303
C -3.750 0.619 -0.502
C -3.025 1.510 -1.287
C -3.216 1.530 -2.665
C -4.138 0.666 -3.260
C -4.907 -0.191 -2.462
C -4.707 -0.218 -1.080
O -4.834 0.064 1.793
O -3.146 1.945 1.717
O -2.987 -0.533 4.135
O -0.829 0.592 3.492
C 0.442 -2.063 3.416
C 1.108 -3.290 3.405
H 0.891 -5.433 3.558
H -1.581 -5.341 3.896
H -2.772 -3.152 3.689
H -2.286 2.160 -0.832
H -2.635 2.225 -3.276
H -4.255 0.660 -4.345
H -5.670 -0.826 -2.914
H -5.278 -0.888 -0.437
H 0.993 -1.126 3.414
H 2.194 -3.313 3.295
```

Summary:
- Net charge: -1
- Orbital gap: 5.804 eV
- Energy above the lowest of the compared OMol25 structures with the same formula, charge and spin: 66.42 kcal per mole

***

Question: The highest orbital gap belongs to which entry?
Answer: C35H49ClF3O25PS2

***

Question: What is the orbital gap in the first record?
Answer: 8.174 eV